[1]
The following is a DFT calculation (ωB97M-V/def2-TZVPD) of a 9-piece molecular cluster, C56H116N4O14S5 overall.

```
! RIJCOSX wB97M-V def2-TZVPD def2/J DEFGRID3
* xyz 0 1
C -2.27837 5.49512 -7.22875
C -2.35089 4.59411 -5.94256
C -2.81519 5.38789 -4.67195
C -3.42497 3.47428 -6.19699
C -3.02618 2.39390 -7.15013
C -1.70925 1.73056 -6.69837
C -0.59196 2.79254 -6.33162
C 0.44117 2.00624 -5.48092
C 0.03819 3.18662 -7.73070
N -1.03354 3.99544 -5.57656
O 0.05245 4.91602 -5.32249
H -3.24073 6.00622 -7.20164
H -1.41451 6.15325 -7.32200
H -2.21605 4.97720 -8.18582
H -3.59226 6.11788 -4.89860
H -2.93362 4.80505 -3.75851
H -1.94060 5.98745 -4.41948
H -3.86795 3.17089 -5.24840
H -4.22356 3.85270 -6.83508
H -3.78012 1.62458 -7.31692
H -3.00319 2.76998 -8.17294
H -1.32712 0.96756 -7.37655
H -1.90948 1.18508 -5.77617
H -0.02269 1.66204 -4.55656
H 1.26685 2.60432 -5.09537
H 1.02046 1.20098 -5.93267
H 0.67584 4.04992 -7.54039
H -0.71707 3.47326 -8.46249
H 0.66400 2.38095 -8.11457
H 0.33898 4.66551 -4.44116
C 0.15894 -1.66159 -6.03031
C 0.99749 -2.85191 -5.70078
C 0.38157 -3.73602 -4.67481
C 1.19113 -3.73281 -7.00888
C 2.13920 -3.19583 -8.12502
C 3.51862 -3.13979 -7.47986
C 3.51015 -2.10590 -6.31349
C 4.79388 -2.42917 -5.54645
C 3.57670 -0.63622 -6.85640
N 2.35555 -2.43436 -5.29933
O 2.48870 -1.67391 -4.16040
H 0.04555 -1.10804 -5.09820
H 0.66889 -0.98425 -6.71534
H -0.78656 -1.84232 -6.54165
H 0.27816 -3.25139 -3.70396
H -0.61409 -3.93976 -5.06882
H 0.91631 -4.67666 -4.54308
H 1.59539 -4.65917 -6.60079
H 0.20662 -3.88875 -7.44992
H 2.19759 -3.85713 -8.98953
H 1.77461 -2.23572 -8.49020
H 4.29783 -2.95707 -8.21983
H 3.81291 -4.10426 -7.06600
H 4.96819 -1.64971 -4.80471
H 5.52434 -2.38546 -6.35430
H 4.96825 -3.40114 -5.08495
H 3.66306 0.12091 -6.07705
H 2.76081 -0.36267 -7.52544
H 4.38471 -0.72221 -7.58291
H 2.67759 -2.33088 -3.48638
C -1.78479 -3.09800 7.63942
C -1.40086 -1.73654 6.93277
C -0.08055 -1.06731 7.50703
C -1.04960 -1.97172 5.42601
C -2.25032 -2.52480 4.57124
C -3.33529 -1.34116 4.69000
C -3.75995 -0.96320 6.17800
C -4.55943 0.31022 6.08693
C -4.64392 -2.18842 6.65506
N -2.47355 -0.69098 6.98906
O -2.80681 -0.38485 8.28548
H -2.01580 -2.97572 8.69762
H -2.53869 -3.78620 7.25715
H -0.79524 -3.54707 7.72438
H -0.18073 -0.54999 8.46120
H 0.75931 -1.76200 7.51885
H 0.06320 -0.14285 6.94773
H -0.74529 -1.07809 4.88109
H -0.11344 -2.52273 5.33597
H -2.09162 -2.66155 3.50156
H -2.58742 -3.53385 4.80849
H -4.22134 -1.65586 4.13864
H -3.01136 -0.44452 4.16160
H -5.09862 0.51702 7.01138
H -5.34131 0.28441 5.32791
H -3.94815 1.18224 5.85451
H -4.15952 -3.12371 6.37454
H -5.58352 -2.19313 6.10259
H -4.78576 -2.24623 7.73425
H -2.48938 0.51913 8.34598
C 4.24439 1.90592 4.40355
C 4.17338 2.07125 2.88864
C 2.98243 1.12229 2.29282
C 3.65995 3.50363 2.59755
C 4.61927 4.63655 2.71739
C 5.89627 4.21809 2.04969
C 6.50667 2.77364 2.24993
C 7.39134 2.51159 1.00100
C 7.36786 2.67985 3.49079
N 5.44872 1.79519 2.22763
O 5.94185 0.50326 2.26733
H 4.78664 2.73710 4.85433
H 3.24242 2.02346 4.81628
H 4.75308 0.97901 4.66844
H 2.62640 1.38897 1.29772
H 3.18765 0.05581 2.20012
H 2.10112 0.99935 2.92232
H 3.16381 3.46244 1.62789
H 2.87745 3.71586 3.32607
H 4.18337 5.54710 2.30631
H 4.71230 4.72499 3.79980
H 6.66797 4.89601 2.41440
H 5.90188 4.30971 0.96357
H 8.14750 3.29580 0.96436
H 6.79502 2.48510 0.08897
H 7.89338 1.54695 1.07529
H 7.82904 1.69860 3.60287
H 6.84346 2.86781 4.42769
H 8.23367 3.32913 3.36078
H 5.70616 0.23977 1.37479
O -1.22434 4.22439 0.92836
S -0.22345 4.63845 -0.09719
O 0.68622 3.71191 -0.64999
C -1.09562 5.54859 -1.50694
C -0.35212 6.89475 -1.57275
C 1.00705 6.91600 -0.83072
C 0.78837 6.08793 0.43563
H -2.12191 5.67312 -1.16151
H -1.03982 4.94680 -2.41404
H -0.20601 7.18702 -2.61263
H -0.89287 7.73827 -1.14361
H 1.44100 7.88832 -0.59753
H 1.74687 6.41281 -1.45327
H 0.22841 6.60865 1.21242
H 1.69670 5.73908 0.92689
O -1.34335 -7.74521 1.71265
S -1.53978 -6.40601 2.28556
O -0.50528 -5.66523 3.09008
C -2.11711 -5.23501 0.98119
C -3.60303 -5.04922 1.17805
C -3.96364 -5.28981 2.73293
C -3.10710 -6.35208 3.29924
H -1.68764 -5.64640 0.06773
H -1.51451 -4.32899 1.04523
H -3.74926 -3.99153 0.95892
H -4.14626 -5.79579 0.59871
H -5.04617 -5.33296 2.85278
H -3.85664 -4.31573 3.21023
H -3.60003 -7.27451 2.99225
H -2.88387 -6.43977 4.36252
O -8.18709 0.69351 -0.26682
S -8.06061 -0.77045 -0.11083
O -8.88446 -1.70707 -0.87852
C -6.25218 -1.26835 -0.10182
C -5.80024 -1.72544 1.30858
C -6.76744 -1.02937 2.31799
C -8.15390 -1.22625 1.70701
H -5.74116 -0.37591 -0.46307
H -6.08482 -2.08638 -0.80248
H -6.03446 -2.78545 1.40663
H -4.76710 -1.68317 1.65344
H -6.60212 0.04620 2.38068
H -6.56803 -1.32922 3.34678
H -8.92666 -0.72422 2.28917
H -8.40810 -2.28600 1.68653
O 2.63886 -2.70769 2.43010
S 3.42259 -3.50810 3.38124
O 4.17504 -4.66054 2.91663
C 4.40880 -2.40126 4.46470
C 3.50113 -2.07591 5.71021
C 2.91777 -3.50620 6.15877
C 2.32725 -4.02123 4.83391
H 4.71767 -1.66175 3.72590
H 5.27982 -3.00044 4.73005
H 4.15697 -1.66564 6.47811
H 2.59174 -1.48071 5.62746
H 2.11094 -3.45573 6.88991
H 3.64536 -4.19749 6.58402
H 1.37101 -3.56292 4.58164
H 2.17122 -5.08752 4.67022
O 0.10622 -0.42967 2.37957
S -0.67453 -0.70180 1.20975
O -1.91559 -1.46701 1.30806
C -0.89484 0.85721 0.32135
C -0.73962 0.44450 -1.18590
C 0.47009 -0.52978 -1.29564
C 0.37896 -1.52411 -0.12716
H -0.11530 1.58716 0.53953
H -1.89289 1.12501 0.66815
H -1.66080 -0.05287 -1.48945
H -0.48081 1.26351 -1.85697
H 1.44500 -0.04507 -1.34764
H 0.33994 -0.98189 -2.27889
H 1.38362 -1.63923 0.27966
H -0.10843 -2.44375 -0.45093
*
```

Energy above the lowest of the compared OMol25 structures with the same formula, charge and spin: 0.0 kJ/mol
Orbital gap: 8.26 eV
Energy: -5466.21386 a.u.
Structure (SMILES): CC1(C)CCCC(C)(C)N1O.CC1(C)CCCC(C)(C)N1O.CC1(C)CCCC(C)(C)N1O.CC1(C)CCCC(C)(C)N1O.O=S1(=O)CCCC1.O=S1(=O)CCCC1.O=S1(=O)CCCC1.O=S1(=O)CCCC1.O=S1(=O)CCCC1



[2]
The following is a DFT calculation (ωB97M-V/def2-TZVPD) of C56H117N11O12S2 as an isolated structure.

```
! RIJCOSX wB97M-V def2-TZVPD def2/J DEFGRID3
* xyz -2 1
C 6.50038 -0.63106 4.55612
O 5.78679 -1.41370 3.64435
C 6.50070 -1.54245 2.44139
C 5.71428 -2.23100 1.33173
N 4.35837 -1.61855 1.16582
H 4.09427 -1.76861 0.17493
H 3.61026 -2.16305 1.65607
C 4.09811 -0.16787 1.43228
C 4.66948 0.80476 0.41431
O 6.07564 0.80192 0.40040
C 6.54814 1.80930 -0.48452
H 6.70807 0.39024 4.20535
H 7.45170 -1.14782 4.74796
H 5.94656 -0.48134 5.48364
H 7.44396 -2.08585 2.61450
H 6.89011 -0.58284 2.07809
H 5.51211 -3.25757 1.62441
H 6.21891 -2.16185 0.37452
H 4.37343 0.02095 2.46646
H 3.00879 -0.15169 1.34831
H 4.25338 1.79152 0.64690
H 4.26693 0.48677 -0.55695
H 5.95942 1.76012 -1.41044
H 7.58111 1.72758 -0.81442
H 6.31034 2.75061 0.02874
C -3.60798 -1.34089 -0.76329
O -2.28663 -1.62795 -1.19840
C -1.55380 -2.56486 -0.40307
C -0.19974 -2.75965 -1.05560
N 0.73149 -1.58710 -0.91874
H 0.85937 -1.32011 0.07687
H 1.67948 -1.94810 -1.16671
C 0.33113 -0.41518 -1.73946
C 1.27679 0.75022 -1.49932
O 1.28482 1.09740 -0.13140
C 1.34778 2.50125 0.09660
H -3.93083 -0.69688 -1.58345
H -3.54949 -0.76630 0.16575
H -4.23006 -2.23447 -0.66750
H -2.18461 -3.45890 -0.49353
H -1.49518 -2.29651 0.65510
H -0.27934 -3.06262 -2.09937
H 0.39658 -3.53330 -0.56361
H -0.67181 -0.06592 -1.51230
H 0.34565 -0.77666 -2.76703
H 0.91583 1.52623 -2.18952
H 2.26983 0.57410 -1.92828
H 0.34597 2.90520 -0.08221
H 2.12710 2.94543 -0.52729
H 1.58987 2.60314 1.15591
S 1.26017 -3.10466 2.29597
O 2.69736 -3.35011 2.17068
O 0.57234 -4.21835 1.61113
O 0.99494 -3.07105 3.74740
O 0.86512 -1.78000 1.75115
S 4.10248 -2.98916 -1.93699
O 3.39414 -1.76778 -1.48921
O 4.96944 -3.40292 -0.80890
O 3.10744 -4.00955 -2.27828
O 5.00270 -2.76447 -3.08571
C -6.24132 1.72650 2.93829
C -4.81010 2.22116 2.64232
N -4.36623 1.89342 1.29398
C -5.28717 2.42673 0.30400
C -4.78075 2.31488 -1.13255
C -2.96113 2.15139 1.06336
C -2.02785 1.27980 1.92230
H -7.00696 2.35814 2.47887
H -6.50212 1.99140 3.97079
H -6.34368 0.65421 2.80696
H -4.71097 3.29237 2.87245
H -4.15353 1.66657 3.31224
H -6.20369 1.83126 0.25564
H -5.59339 3.44865 0.57901
H -4.42512 1.33736 -1.43432
H -5.64364 2.62715 -1.73671
H -4.10341 3.11004 -1.45956
H -2.68896 3.20634 1.22072
H -2.66143 1.86788 0.05478
H -2.11988 0.22111 1.67678
H -2.22343 1.36235 2.99300
H -0.99796 1.58618 1.74071
C -4.55713 -6.81800 -0.89464
C -4.14174 -5.98888 -2.12673
N -5.19930 -5.86392 -3.13758
C -4.72225 -5.19866 -4.33154
C -3.49266 -5.86507 -4.92485
C -6.35701 -5.16779 -2.58994
C -7.63550 -5.32374 -3.38482
H -4.97751 -7.76110 -1.25283
H -5.27337 -6.26929 -0.28622
H -3.68151 -7.07173 -0.29951
H -3.86308 -5.00188 -1.72458
H -3.23661 -6.42238 -2.53839
H -5.47782 -5.13949 -5.12177
H -4.52513 -4.12799 -4.14225
H -2.55169 -5.52008 -4.48614
H -3.48164 -6.94619 -4.77306
H -3.31843 -5.67749 -5.98686
H -6.23222 -4.10865 -2.32024
H -6.58603 -5.68163 -1.65540
H -7.63174 -5.01868 -4.43402
H -8.43090 -4.77566 -2.87466
H -7.95836 -6.36820 -3.42435
C -2.01748 8.11648 4.29874
C -2.32080 6.60313 4.28840
N -1.17079 5.87016 3.78061
C -1.54357 4.45038 3.78224
C -1.81893 3.81736 5.14096
C -0.72936 6.25701 2.43787
C 0.57084 5.57593 2.01687
H -2.74951 8.63863 4.92098
H -2.05980 8.59515 3.31941
H -1.03444 8.33493 4.72009
H -2.52775 6.37187 5.33220
H -3.29512 6.54814 3.77755
H -2.42379 4.28655 3.14486
H -0.75159 3.79033 3.41951
H -2.76457 4.14926 5.57988
H -1.92228 2.73251 5.09687
H -0.99561 4.02266 5.82733
H -0.57086 7.33309 2.38595
H -1.57176 6.00416 1.77575
H 1.31724 5.47371 2.80081
H 0.99126 6.23869 1.25563
H 0.34153 4.63483 1.52238
C 2.22947 3.50430 -3.21957
C 2.85269 4.79584 -2.65277
N 1.86416 5.58217 -1.95611
C 0.61360 6.08835 -2.54726
C -0.48090 6.10974 -1.50194
C 2.41993 6.44919 -0.89439
C 2.36688 5.65572 0.41772
H 1.20212 3.54511 -3.58440
H 2.22917 2.70928 -2.46887
H 2.86715 3.11265 -4.01175
H 3.63845 4.40664 -2.00864
H 3.21234 5.41576 -3.48838
H 0.80654 7.14575 -2.78397
H 0.42785 5.44357 -3.40207
H -1.34643 6.58246 -1.98130
H -0.74003 5.08566 -1.22827
H -0.28695 6.69834 -0.60824
H 2.06542 7.47216 -0.77139
H 3.49059 6.48534 -1.12993
H 1.35063 5.50196 0.78024
H 2.93444 6.13463 1.22619
H 2.85843 4.69086 0.29019
N 1.67248 -3.20025 -4.49211
C 1.46484 -1.86020 -4.60096
C 0.36299 -1.67098 -5.40809
C 0.04993 -2.92196 -5.96301
C 0.81022 -3.86368 -5.30729
H 2.36769 -3.66302 -3.88753
H 2.04264 -1.15199 -4.03036
H -0.12209 -0.73685 -5.64701
H -0.64291 -3.14253 -6.76252
H 0.91636 -4.93623 -5.35300
N 0.12045 -7.37422 -1.74564
C -0.03165 -8.13211 -0.64416
C -0.84305 -7.45544 0.21245
C -1.04603 -6.16856 -0.31049
C -0.52005 -6.15487 -1.61514
H 0.56323 -7.65306 -2.60097
H 0.39587 -9.11152 -0.50384
H -1.29752 -7.89111 1.08914
H -1.79573 -5.47289 0.03213
H -0.54935 -5.42337 -2.40334
N -2.24359 -4.00658 2.78794
C -3.43028 -4.35560 2.24804
C -4.27690 -3.28443 2.12396
C -3.59803 -2.22814 2.75341
C -2.35607 -2.66444 3.19490
H -1.41916 -4.57773 2.92854
H -3.64595 -5.30671 1.77842
H -5.24251 -3.36290 1.65326
H -3.94581 -1.20791 2.64922
H -1.45290 -2.23430 3.60136
N 1.25297 0.09272 4.15442
C 1.00181 1.41265 4.02080
C 2.06505 2.11192 4.57455
C 3.04635 1.13744 4.96944
C 2.48151 -0.08876 4.68513
H 0.80161 -0.64572 3.61954
H 0.15580 1.76701 3.45939
H 2.10067 3.17416 4.76620
H 4.08012 1.28016 5.23702
H 2.86033 -1.09867 4.75372
N 4.76474 0.21082 -3.07132
C 4.28483 0.76173 -4.25220
C 5.03484 1.91568 -4.44750
C 5.85098 2.15058 -3.33761
C 5.69042 1.05205 -2.54056
H 4.30927 -0.56489 -2.58564
H 3.46379 0.28052 -4.75318
H 4.99869 2.55869 -5.31715
H 6.51365 2.99597 -3.24736
H 6.23191 0.86267 -1.62513
*
```

Orbital gap: 6.36 eV
Energy: -4505.16863 a.u.



We obtain HOMO energy values of -8.0498; -3.0326 eV for the records listed above, in that order.